114
Properties=species:S:1:pos:R:3:lowdin_spin:R:1 method="wB97M-V/def2-TZVPD" orbital_gap_ev="5.482 / 5.959" e_homo_ev="-1.76 / -2.24" charge=-2 s2=0.760 multiplicity=2
Ba 0.770 -0.798 -1.108 0.013
C 1.294 -1.079 5.513 0.000
C 0.727 -0.039 4.552 0.000
C -0.334 0.844 5.212 0.000
P 0.122 -0.642 2.892 0.000
C -1.542 -1.441 3.250 0.000
C -2.090 -1.999 1.934 0.000
C -1.816 -2.423 4.395 0.000
C 1.278 -1.989 2.452 0.000
C 1.099 -3.303 2.887 0.000
C 1.802 -4.367 2.351 0.000
C 2.681 -4.115 1.304 0.000
C 2.919 -2.823 0.889 0.001
C 2.289 -1.708 1.492 0.000
N 2.473 -0.404 1.097 0.000
C 3.649 0.051 0.562 0.000
C 4.900 -0.614 0.616 0.000
C 6.036 -0.085 0.039 0.000
C 6.005 1.137 -0.621 0.000
C 4.814 1.848 -0.617 0.000
C 3.659 1.358 -0.018 0.000
P 2.105 2.303 0.159 0.000
C 2.264 3.821 -0.914 0.000
C 3.306 4.895 -0.549 0.000
C 2.334 3.408 -2.387 0.002
C 2.315 3.082 1.859 0.000
C 0.933 3.269 2.487 0.000
C 3.248 2.310 2.789 0.000
H 1.741 -0.584 6.382 0.000
H 2.066 -1.678 5.028 0.000
H 0.528 -1.764 5.880 0.000
H 1.554 0.619 4.270 0.000
H -1.175 0.255 5.582 0.000
H -0.730 1.583 4.510 0.000
H 0.091 1.384 6.063 0.000
H -2.129 -0.544 3.482 0.000
H -1.525 -2.871 1.606 0.000
H -2.034 -1.265 1.126 0.000
H -3.138 -2.293 2.051 0.000
H -1.449 -3.426 4.181 0.000
H -2.899 -2.509 4.529 0.000
H -1.395 -2.101 5.346 0.000
H 0.375 -3.499 3.664 0.000
H 1.615 -5.378 2.691 0.000
H 3.151 -4.935 0.776 0.000
H 3.564 -2.660 0.035 0.001
H 4.973 -1.557 1.135 0.000
H 6.963 -0.646 0.098 0.000
H 6.883 1.532 -1.115 0.000
H 4.793 2.815 -1.098 0.000
H 1.273 4.272 -0.770 0.000
H 3.616 5.438 -1.446 0.000
H 2.894 5.629 0.146 0.000
H 4.203 4.486 -0.085 0.000
H 3.280 2.924 -2.633 0.002
H 2.228 4.285 -3.032 0.000
H 1.538 2.706 -2.646 0.000
H 2.758 4.068 1.706 0.000
H 0.479 2.294 2.683 0.000
H 0.259 3.825 1.830 0.000
H 1.005 3.811 3.437 0.000
H 2.944 1.267 2.869 0.000
H 3.240 2.766 3.786 0.000
H 4.272 2.317 2.415 0.000
S 1.020 -0.895 -6.839 0.244
Sb 1.515 -0.031 -4.774 0.363
S 2.692 -1.466 -3.347 0.178
S -0.321 0.809 -3.565 0.161
O -0.351 -6.981 -2.579 0.000
C -1.180 -6.472 -3.469 0.000
O -1.744 -7.167 -4.287 0.000
C -1.370 -4.996 -3.440 0.000
C -2.085 -4.262 -4.368 0.000
Cl -2.939 -4.747 -5.759 0.000
N -2.048 -2.966 -3.994 0.000
N -1.354 -2.807 -2.858 0.001
C -0.935 -4.009 -2.514 0.001
C -0.081 -4.093 -1.270 0.001
O 0.464 -5.177 -0.993 0.000
O 0.002 -3.018 -0.623 0.002
C -2.668 -1.835 -4.609 0.002
C -2.222 -1.387 -5.837 0.004
C -2.793 -0.245 -6.378 0.000
C -3.793 0.429 -5.692 0.000
C -4.228 -0.032 -4.456 0.000
C -3.663 -1.173 -3.909 0.002
H 0.035 -6.266 -1.960 0.000
H -1.389 -1.874 -6.324 0.008
H -2.409 0.141 -7.313 0.000
H -4.215 1.337 -6.106 0.000
H -4.984 0.516 -3.907 0.000
H -3.956 -1.545 -2.936 0.000
C -3.099 0.970 0.970 0.000
N -2.281 0.997 -0.239 0.001
C -1.419 2.182 -0.180 0.000
N -2.196 3.425 -0.072 0.000
C -3.020 3.336 1.132 0.000
N -3.925 2.179 1.114 0.000
C -4.767 2.294 -0.081 0.000
N -3.992 2.350 -1.319 0.000
C -3.170 1.133 -1.399 0.005
C -3.082 3.498 -1.238 0.000
H -2.437 0.890 1.836 0.000
H -3.754 0.095 0.942 0.000
H -0.809 2.220 -1.085 0.000
H -0.760 2.088 0.682 0.000
H -3.618 4.247 1.225 0.000
H -2.363 3.254 2.002 0.000
H -5.371 3.203 0.002 0.000
H -5.437 1.431 -0.123 0.000
H -2.575 1.149 -2.312 0.006
H -3.834 0.266 -1.431 0.000
H -3.675 4.416 -1.176 0.000
H -2.472 3.525 -2.142 0.000

104
Properties=species:S:1:pos:R:3:lowdin_charge:R:1 method="wB97M-V/def2-TZVPD" orbital_gap_ev=7.260 e_homo_ev=-7.03 multiplicity=1
Ir 0.147 -0.349 0.210 1.342
Cl -3.398 -1.510 6.627 0.642
C -2.774 -1.047 5.069 -0.672
C -3.171 0.172 4.497 -0.084
C -2.693 0.551 3.274 0.004
C -1.782 -0.257 2.540 -0.336
O -1.409 0.166 1.379 -0.214
C -1.391 -1.481 3.138 -0.118
C -0.505 -2.421 2.509 -0.200
O 0.087 -2.306 1.443 -0.102
C -1.903 -1.853 4.399 -0.062
H -3.857 0.812 5.037 0.108
H -2.985 1.496 2.835 0.113
H -0.346 -3.346 3.092 0.140
H -1.589 -2.795 4.834 0.115
C -0.353 1.305 -0.915 -0.339
Si -1.710 0.946 -2.118 0.648
C -1.241 -0.839 -2.502 -0.215
N -1.019 -1.535 -1.199 -0.265
C -2.372 -1.914 -0.626 -0.145
C -2.511 -3.395 -0.310 -0.172
C -2.280 -4.242 -1.560 -0.173
C -0.973 -3.820 -2.265 -0.158
C -0.214 -2.775 -1.457 -0.196
C -3.459 1.099 -1.471 -0.260
C -3.727 1.677 -0.231 -0.086
C -5.030 1.786 0.240 -0.078
C -6.087 1.318 -0.525 -0.088
C -5.841 0.746 -1.768 -0.087
C -4.539 0.643 -2.233 -0.111
C -1.591 1.958 -3.700 -0.227
C -0.529 1.758 -4.587 -0.109
C -0.391 2.518 -5.738 -0.091
C -1.323 3.506 -6.028 -0.093
C -2.387 3.720 -5.165 -0.084
C -2.520 2.951 -4.016 -0.086
H -0.560 2.182 -0.302 0.001
H 0.489 1.577 -1.556 -0.007
H -0.279 -0.815 -3.023 0.082
H -1.940 -1.406 -3.122 0.093
H -3.130 -1.659 -1.369 0.110
H -2.561 -1.297 0.247 0.101
H -3.519 -3.550 0.079 0.123
H -1.819 -3.689 0.478 0.098
H -3.128 -4.122 -2.239 0.109
H -2.246 -5.298 -1.288 0.106
H -1.181 -3.440 -3.266 0.099
H -0.308 -4.674 -2.402 0.113
H 0.691 -2.460 -1.970 0.100
H 0.083 -3.183 -0.496 0.099
H -2.904 2.018 0.384 0.089
H -5.220 2.230 1.210 0.101
H -7.102 1.398 -0.157 0.101
H -6.664 0.384 -2.371 0.101
H -4.363 0.198 -3.208 0.108
H 0.203 0.982 -4.381 0.082
H 0.438 2.340 -6.413 0.100
H -1.221 4.103 -6.925 0.101
H -3.118 4.488 -5.387 0.102
H -3.361 3.126 -3.355 0.099
C 4.493 0.091 -0.574 -0.144
P 3.072 -0.022 -1.655 0.621
C 3.571 -1.052 -3.042 -0.155
C 2.911 1.653 -2.303 -0.154
O 1.814 -0.618 -1.085 -0.462
H 5.316 0.523 -1.146 0.070
H 4.783 -0.891 -0.201 0.046
H 4.271 0.731 0.283 0.045
H 4.512 -0.708 -3.471 0.060
H 2.794 -1.031 -3.807 0.054
H 3.689 -2.076 -2.686 0.060
H 3.898 2.027 -2.577 0.063
H 2.495 2.302 -1.534 0.050
H 2.261 1.677 -3.178 0.044
C 3.221 -2.597 1.147 -0.058
C 3.619 -1.883 2.437 -0.351
C 2.735 -2.266 3.630 -0.044
C 3.722 -0.373 2.363 -0.175
C 4.965 0.173 2.662 -0.080
C 5.167 1.538 2.778 -0.105
C 4.058 2.361 2.702 -0.057
C 2.784 1.866 2.440 -0.134
C 1.623 2.826 2.614 -0.362
C 0.903 3.141 1.313 -0.071
C 0.637 2.311 3.666 -0.047
C 2.605 0.486 2.148 -0.284
O 1.410 -0.010 1.834 -0.240
H 3.178 -3.676 1.319 0.085
H 3.955 -2.420 0.355 0.053
H 2.253 -2.272 0.796 0.031
H 4.628 -2.236 2.676 0.122
H 1.716 -1.913 3.473 0.053
H 3.111 -1.802 4.543 0.087
H 2.720 -3.350 3.773 0.080
H 5.803 -0.502 2.803 0.109
H 6.149 1.943 2.988 0.094
H 4.166 3.424 2.893 0.106
H 2.057 3.758 2.990 0.122
H 0.472 2.225 0.924 0.003
H 1.586 3.555 0.566 0.083
H 0.099 3.864 1.475 0.088
H 0.188 1.375 3.336 0.057
H -0.162 3.038 3.832 0.079
H 1.142 2.131 4.617 0.086